Molecular formula: C32H31ClIN5Sc
Method: DFT, ωB97M-V with the def2-TZVPD basis set

XYZ file:
```
71
Properties=species:S:1:pos:R:3:lowdin_charge:R:1
Sc -0.8111 0.6681 1.2226 1.12
C 1.5307 -0.6002 -3.5325 -0.02
C 2.6385 -1.5432 -3.1790 -0.22
C 3.1653 -2.4028 -4.1389 -0.03
C 4.2150 -3.2559 -3.8467 -0.06
C 4.7767 -3.2540 -2.5815 -0.07
C 4.2716 -2.4093 -1.6112 -0.01
C 3.2002 -1.5697 -1.8986 -0.21
N 2.7495 -0.6892 -0.8807 0.15
C 1.4868 -0.6140 -0.3802 -0.35
N 0.6908 -1.6506 -0.7033 0.16
C -0.7111 -1.8571 -0.6450 -0.21
C -1.5650 -0.9137 -0.0411 -0.16
C -2.9378 -1.2245 -0.0945 -0.14
C -3.4209 -2.3674 -0.7076 -0.07
C -2.5387 -3.2748 -1.2672 -0.03
C -1.1718 -3.0484 -1.2343 -0.21
C -0.2239 -4.0833 -1.7741 -0.03
N 1.1363 0.3821 0.4163 0.01
C 2.0710 1.4598 0.5239 -0.27
C 2.3095 2.2728 -0.5847 -0.03
C 3.2461 3.2865 -0.5258 -0.07
C 3.9494 3.5048 0.6465 -0.07
C 3.7024 2.7152 1.7561 -0.03
C 2.7656 1.6904 1.7199 -0.22
C 2.5017 0.8452 2.9288 -0.03
H 1.6218 -0.2893 -4.5708 0.09
H 1.5641 0.2843 -2.9022 0.06
H 0.5521 -1.0674 -3.4092 0.09
H 2.7527 -2.3794 -5.1373 0.12
H 4.6044 -3.9115 -4.6114 0.11
H 5.6060 -3.9025 -2.3503 0.11
H 4.7022 -2.3877 -0.6198 0.12
H 3.4554 -0.1250 -0.4294 0.16
H 1.1837 -2.3821 -1.2030 0.11
H -3.6549 -0.5496 0.3711 0.08
H -4.4815 -2.5643 -0.7299 0.11
H -2.9152 -4.1802 -1.7229 0.12
H -0.7772 -4.9694 -2.0720 0.09
H 0.4917 -4.3815 -1.0065 0.09
H 0.3240 -3.7255 -2.6478 0.08
H 1.7483 2.0987 -1.4934 0.11
H 3.4357 3.8915 -1.3971 0.11
H 4.6868 4.2884 0.6957 0.11
H 4.2605 2.8824 2.6655 0.12
H 3.2674 1.0077 3.6852 0.09
H 2.4807 -0.2135 2.6661 0.09
H 1.5290 1.1047 3.3674 0.07
Cl -7.1267 -0.2691 2.7762 0.69
C -5.4416 0.0544 2.9657 -0.68
C -4.9910 1.3656 3.0171 -0.10
C -3.6417 1.6185 3.1485 -0.06
C -2.7027 0.5765 3.2367 -0.38
C -1.2563 0.8451 3.3702 -0.24
C -3.1957 -0.7409 3.2043 -0.06
C -4.5443 -1.0000 3.0657 -0.11
H -5.7018 2.1752 2.9681 0.11
H -3.2988 2.6454 3.2081 0.11
H -0.7954 0.0456 3.9720 0.06
H -1.1034 1.8088 3.8814 0.06
H -2.5063 -1.5691 3.3108 0.12
H -4.9103 -2.0134 3.0521 0.11
I -4.7911 4.3089 -1.9909 0.90
C -3.1780 3.8478 -0.7500 -0.73
C -2.3567 4.7297 -0.0741 -0.11
N -1.4577 3.9858 0.5896 0.02
N -1.6418 2.6687 0.3837 -0.05
C -2.6909 2.5757 -0.4326 -0.17
H -2.3705 5.8017 -0.0405 0.13
H -0.7056 4.3247 1.1747 0.17
H -3.0597 1.6216 -0.7720 0.11
```

Its charge is +1. As for the spin multiplicity: 1. As for the energy above the lowest of the compared OMol25 structures with the same formula, charge and spin: 24.3 kJ/mol. The value obtained for the total energy is -82457.70267 eV. The frontier orbital gap is 7.67 eV.

Molecular formula: C32H31CrN8S
Method: DFT, ωB97M-V with the def2-TZVPD basis set

XYZ file:
```
73
Properties=species:S:1:pos:R:3:mulliken_spin:R:1
Cr -1.0444 -0.3609 -0.4700 3.77
C -0.0469 -3.2180 0.9291 0.04
C 1.1224 -2.8643 1.8552 0.03
C 1.7781 -1.5004 1.8596 -0.01
C 2.4557 -1.0664 2.9991 0.00
C 3.2122 0.0886 2.9270 0.00
C 3.2604 0.7913 1.7295 0.00
C 2.5241 0.3062 0.6639 0.02
N 1.7981 -0.8103 0.7239 0.01
N -0.0349 -2.6523 -0.4349 -0.07
C 1.2538 -2.9384 -1.0695 -0.04
C 1.6633 -1.9663 -2.1467 0.05
C 2.4810 -2.4089 -3.1805 0.01
C 2.9789 -1.4872 -4.0816 0.00
C 2.6433 -0.1521 -3.9195 0.00
C 1.8136 0.1925 -2.8671 0.03
N 1.3288 -0.6894 -1.9888 -0.03
C -1.0972 -3.3015 -1.2161 0.00
C -2.4687 -2.9805 -0.6816 0.04
C -3.5201 -3.8786 -0.7483 0.00
C -4.7571 -3.4985 -0.2573 0.01
C -4.9079 -2.2354 0.2947 0.01
C -3.8107 -1.3982 0.3245 0.10
N -2.6153 -1.7632 -0.1508 -0.07
H -0.9969 -2.9515 1.3897 -0.01
H -0.0414 -4.3168 0.8663 0.01
H 1.9355 -3.5712 1.6583 0.00
H 0.7893 -3.1064 2.8672 0.00
H 2.4096 -1.6439 3.9143 0.00
H 3.7584 0.4385 3.7941 0.00
H 3.8437 1.6961 1.6265 0.00
H 2.5049 0.8291 -0.2878 -0.01
H 1.2553 -3.9639 -1.4599 0.00
H 2.0344 -2.8864 -0.3151 0.00
H 2.7188 -3.4616 -3.2715 0.00
H 3.6163 -1.8043 -4.8970 0.00
H 3.0094 0.6085 -4.5953 0.00
H 1.5204 1.2245 -2.7172 0.00
H -0.9627 -4.3912 -1.2350 0.01
H -1.0220 -2.9385 -2.2457 -0.01
H -3.3642 -4.8584 -1.1801 0.00
H -5.5947 -4.1825 -0.2999 0.00
H -5.8561 -1.8981 0.6879 0.00
H -3.8799 -0.3932 0.7234 -0.01
N -1.4595 2.1151 -4.0506 0.00
C -1.3678 1.5099 -2.8473 0.02
S -2.0042 -0.0922 -2.6972 -0.04
N -0.7681 2.2409 -1.9175 0.01
N -0.6844 1.5927 -0.7225 -0.05
C -0.3953 2.2965 0.3244 0.01
C -0.0223 3.7286 0.2905 0.01
C 1.0735 4.1425 -0.4646 0.01
C 1.4518 5.4738 -0.4757 0.00
C 0.7307 6.4112 0.2549 0.01
C -0.3677 6.0094 1.0000 0.00
C -0.7367 4.6718 1.0237 0.01
C -0.5537 1.5756 1.6097 0.10
C -0.2597 2.1468 2.8395 0.00
C -0.5563 1.4538 3.9998 0.01
C -1.1354 0.1977 3.9142 0.01
C -1.3476 -0.3309 2.6571 0.08
N -1.0585 0.3269 1.5331 -0.06
H -2.0524 1.7052 -4.7502 0.00
H -1.2673 3.1023 -4.0970 0.00
H 1.6234 3.4161 -1.0492 0.00
H 2.3069 5.7840 -1.0619 0.00
H 1.0247 7.4524 0.2414 0.00
H -0.9400 6.7354 1.5625 0.00
H -1.6060 4.3670 1.5958 0.00
H 0.1940 3.1268 2.8755 0.00
H -0.3393 1.8940 4.9645 0.00
H -1.4061 -0.3674 4.7949 0.00
H -1.7654 -1.3224 2.5348 -0.01
```

Its charge is +1. As for the spin multiplicity: 5. As for the energy above the lowest of the compared OMol25 structures with the same formula, charge and spin: 0.0 kJ/mol. The value obtained for the total energy is -84862.09371 eV. The frontier orbital gap (alpha / beta) is 7.08 / 7.21 eV.

Molecular formula: C32H31F3N4O9PSbSe4Zr
Method: DFT, ωB97M-V with the def2-TZVPD basis set

XYZ file:
```
86
Properties=species:S:1:pos:R:3:lowdin_charge:R:1
Zr 0.4352 -0.2473 -0.3017 1.28
O 0.7743 3.3293 1.9492 0.03
C 0.8682 2.4694 1.0543 -0.54
O 0.8032 1.1909 1.2285 -0.21
C 0.7285 2.9578 -0.3990 -0.20
C 0.5775 4.2891 -0.6344 0.02
C 0.4022 4.6768 -1.9936 -0.06
C 0.1920 3.7267 -2.9476 -0.08
C 0.2418 2.3908 -2.6073 -0.08
N 0.6527 2.0371 -1.3492 0.05
H 0.6127 5.0273 0.1076 0.10
H 0.2109 5.7425 -2.2595 0.11
H -0.1272 4.1244 -3.9471 0.12
H 0.0939 1.6412 -3.3608 0.08
C 3.4454 -1.8865 3.0577 0.05
O 2.1035 -1.6620 3.7033 -0.02
C 1.0649 -1.5538 2.8992 -0.50
O 1.0462 -1.3371 1.7331 -0.05
H 3.4310 -1.5520 2.0039 0.06
H 3.6546 -2.9385 3.1933 0.09
H 4.0793 -1.2140 3.7100 0.11
O -3.2411 1.6576 -1.1933 0.02
C -2.6363 1.2793 -0.1794 -0.54
O -1.3847 0.9348 -0.1091 -0.23
C -3.3063 1.2483 1.2226 -0.09
C -2.5138 1.6663 2.2977 0.00
C -3.0773 1.6869 3.5611 0.00
C -4.4015 1.2748 3.7666 -0.17
O -4.8485 1.0592 5.1036 -0.04
C -6.7414 -0.4940 4.1564 -0.13
O -6.4125 0.2615 2.9839 -0.03
C -5.2129 0.8489 2.7092 -0.22
C -4.6881 0.9569 1.4237 0.07
H -1.4540 1.8836 2.1779 0.10
H -2.5322 2.0550 4.4013 0.12
H -7.1946 0.1457 4.8760 0.12
H -7.4535 -1.2077 3.7973 0.12
H -5.3846 0.7766 0.5210 0.15
F -1.0254 -3.3703 -0.9228 -0.05
C -1.3056 -2.1676 -0.2713 -0.51
F -1.5675 -2.4319 1.0703 -0.02
F -2.5279 -1.8507 -0.7935 0.00
C -0.1468 -1.4990 3.7424 0.15
C -1.2489 -1.4552 4.2008 0.07
C -2.6523 -1.4220 4.5143 -0.21
C -3.1711 -0.6551 5.4596 0.03
C -4.6330 -0.3050 5.5145 -0.27
C -5.5587 -1.2509 4.7727 -0.20
C -4.8557 -2.0601 3.6856 -0.01
C -3.5244 -2.1408 3.5674 0.00
H -2.5126 -0.1460 6.1425 0.13
H -4.9704 -0.2562 6.5253 0.14
H -5.9796 -1.8496 5.6223 0.16
H -5.5038 -2.5624 3.0018 0.11
H -3.1377 -2.7852 2.7821 0.11
Se 8.5669 -3.2657 -2.0171 -0.26
Sb 7.1833 -3.2969 -0.0219 -0.19
Se 5.9316 -5.2657 0.6259 -0.26
Se 8.0077 -1.9342 1.7847 -0.26
Se 2.6512 -0.7904 -1.0249 0.07
C 0.5466 -0.6884 -5.0668 -0.13
P -0.1888 -1.4317 -3.5427 0.58
C -1.8146 -2.1302 -3.9309 -0.17
C 0.8019 -2.8511 -3.3872 -0.23
O -0.3818 -0.3666 -2.4880 -0.51
H 1.4405 -1.2199 -5.3755 0.05
H 0.8782 0.2499 -4.7271 0.01
H -0.0904 -0.5362 -5.9354 0.05
H -1.7874 -2.5724 -4.9443 0.05
H -2.4506 -1.2033 -3.8715 0.08
H -1.9875 -2.9666 -3.1972 0.06
H 0.4598 -3.4601 -4.2097 0.06
H 0.4641 -3.4316 -2.5069 0.06
H 1.8414 -2.5504 -3.4556 0.03
N 5.6133 0.2202 -2.5815 0.15
C 5.8612 1.2242 -3.3683 -0.41
C 4.7794 2.0254 -3.9219 -0.09
N 4.9874 2.8267 -4.9111 0.04
C 6.2437 2.9560 -5.3300 -0.20
C 7.2909 2.3219 -4.7156 -0.17
N 7.1000 1.4735 -3.7274 0.11
H 4.7184 -0.0003 -2.1501 -0.08
H 6.3734 -0.4649 -2.3656 0.11
H 3.7476 1.8743 -3.4822 0.12
H 6.4364 3.6201 -6.1275 0.07
H 8.2899 2.5966 -4.9970 0.09
```

Its charge is -2. As for the spin multiplicity: 1. As for the energy above the lowest of the compared OMol25 structures with the same formula, charge and spin: 207.1 kJ/mol. The value obtained for the total energy is -344724.87039 eV. The frontier orbital gap is 6.22 eV.